ORCA calculation (the ωB97M-V functional and the def2-TZVPD basis) on C3H3Br2Cl in the gas phase in a non-equilibrium geometry.

The geometry in XYZ format:
```
9
Properties=species:S:1:pos:R:3:forces:R:3:lowdin_charge:R:1
Br 0.1460 -2.2794 -2.0153 0.1 -0.9 -0.4 0.79
Br 0.1976 2.3134 -2.3559 0.2 -0.3 0.1 0.69
Cl 0.4013 0.0110 -4.3236 0.1 0.1 0.2 0.58
C 0.3645 0.4534 -2.6606 -0.7 -1.9 2.1 -1.22
C 0.2487 -0.4791 -1.6376 -0.2 3.4 -1.2 -0.88
C 0.1307 -0.2504 -0.1311 -1.7 3.2 -0.5 -0.17
H 0.8684 -0.8480 0.1978 2.6 -2.2 1.7 0.00
H 0.3962 0.8049 0.3554 -1.0 -2.0 -1.6 0.12
H -0.8276 -0.6859 0.2499 0.7 0.7 -0.3 0.09
```
Positions in Å, forces in eV/Å.

For the total energy, the calculation gives -155765.76655 eV. As for the SMILES: C/C(Br)=C(/Cl)Br. The calculation puts the HOMO-LUMO gap at 9.6 eV. The calculation puts the highest occupied orbital energy at -9.0 eV. Its charge is 0. The energy relative to the best compared isomer or geometry (same formula, charge and spin) comes out at 5.9 kcal per mole.

***

ORCA calculation (the ωB97M-V functional and the def2-TZVPD basis) on C3H3Br2F in the gas phase in a non-equilibrium geometry.

The geometry in XYZ format:
```
9
Properties=species:S:1:pos:R:3:forces:R:3:lowdin_charge:R:1
Br -0.3410 2.2361 1.1971 0.3 0.0 -0.1 0.72
Br -1.5115 -0.7849 1.7106 0.7 1.2 -0.6 0.62
F 0.9523 -1.6729 0.4260 -0.8 -0.6 0.3 -0.03
C -0.3261 0.0152 -0.8446 0.5 2.5 -0.4 -0.16
C 0.7825 -0.3877 0.0160 2.6 -0.1 0.0 -0.40
C -0.3225 0.4524 0.6100 -1.3 -2.5 0.1 -1.13
H -0.9860 -0.5797 -1.3972 -1.2 -1.3 0.2 0.10
H 1.8424 -0.1422 -0.2153 -1.1 1.2 0.2 0.17
H -0.0902 0.8636 -1.5025 0.4 -0.2 0.3 0.12
```
Positions in Å, forces in eV/Å.

For the total energy, the calculation gives -145960.11554 eV. As for the SMILES: F[C@H]1CC1(Br)Br. The calculation puts the HOMO-LUMO gap at 10.4 eV. The calculation puts the highest occupied orbital energy at -10.1 eV. Its charge is 0. The energy relative to the best compared isomer or geometry (same formula, charge and spin) comes out at 15.4 kcal per mole.

***

ORCA calculation (the ωB97M-V functional and the def2-TZVPD basis) on a molecular structure, C3H3Br2NO in a non-equilibrium geometry.

The geometry in XYZ format:
```
10
Properties=species:S:1:pos:R:3:forces:R:3:lowdin_charge:R:1
Br -3.3237 0.8294 -0.1473 -0.8 0.1 -0.5 0.53
Br -1.9487 -1.8947 0.4357 -0.2 -0.6 -0.3 0.43
O -0.6606 1.4891 -1.1675 1.2 -0.7 0.4 0.14
N -2.0263 -0.0630 0.7658 2.5 0.9 0.0 -1.12
C 0.8251 0.1827 0.3445 2.1 -1.1 0.4 -0.15
C 1.9281 -0.3168 -0.2506 -0.9 0.5 0.3 0.12
C -0.1843 0.7748 -0.3937 -4.0 0.9 -0.3 -0.23
H 2.0993 -0.2065 -1.3070 0.0 0.0 -0.2 0.08
H 0.6223 0.0474 1.3970 -0.1 0.0 0.0 0.12
H 2.6687 -0.8424 0.3231 0.1 -0.1 0.2 0.08
```
Positions in Å, forces in eV/Å.

For the total energy, the calculation gives -146777.34001 eV. The calculation puts the HOMO-LUMO gap (alpha / beta) at 6.4 / 6.4 eV. The calculation puts the highest occupied orbital energy (alpha / beta) at -7.8 / -7.8 eV. Its charge is 0. The energy relative to the best compared isomer or geometry (same formula, charge and spin) comes out at 88.2 kcal per mole.

***

ORCA calculation (the ωB97M-V functional and the def2-TZVPD basis) on a molecular structure, C3H3Br2O2S in a non-equilibrium geometry.

The geometry in XYZ format:
```
11
Properties=species:S:1:pos:R:3:forces:R:3:lowdin_charge:R:1
Br 2.8038 -1.2610 0.0283 0.2 0.1 -0.3 0.67
Br 2.3218 1.7293 0.8207 0.7 1.6 0.1 0.65
S -0.0280 -2.1931 2.2146 -0.8 1.7 -0.3 0.61
O -1.5136 -2.0721 2.0542 0.3 -0.2 0.4 -0.58
O 0.5837 -2.8169 1.0376 0.3 -1.1 -0.5 -0.64
C 1.5797 0.0527 0.6215 -3.1 -1.0 2.4 -1.32
C 0.3466 -0.3203 1.7716 2.2 -1.4 -1.4 -0.35
C 0.1267 -0.0255 0.3158 -2.3 -3.4 -0.6 -0.34
H 0.1241 0.3338 2.6329 0.3 0.2 -1.0 0.08
H -0.3073 -0.9604 -0.3498 1.7 1.8 1.9 0.16
H -0.6471 0.6907 0.1799 0.5 1.7 -0.7 0.08
```
Positions in Å, forces in eV/Å.

For the total energy, the calculation gives -158173.63849 eV. The calculation puts the HOMO-LUMO gap at 6.7 eV. The calculation puts the highest occupied orbital energy at -3.7 eV. Its charge is -1. The energy relative to the best compared isomer or geometry (same formula, charge and spin) comes out at 14.4 kcal per mole.